Record 1
C4H3F3O5S2 | ωB97M-V/def2-TZVPD

Cartesian coordinates (Å):
O1 3.39069 0.51600 -1.68599
C1 2.57860 0.44027 -0.85046
O2 2.68768 -0.14340 0.34835
C2 1.39072 -0.14732 0.97623
C3 0.49912 0.02575 -0.24516
S1 0.39811 -1.49507 -1.24831
S2 -1.06350 0.94099 0.07976
O3 -0.97599 1.51335 1.38492
O4 -1.33291 1.77900 -1.03910
C4 -2.47896 -0.26990 0.12527
F1 -2.35305 -1.06405 1.20301
F2 -2.55463 -1.01577 -0.97414
F3 -3.57169 0.48099 0.23498
O5 1.28181 0.95180 -0.96529
H1 1.28735 -1.08309 1.51078
H2 1.33499 0.69730 1.65661
H3 -0.51833 -2.12686 -0.51145

## Properties
**Energy**: -44255.4039 eV
**SMILES string**: O=C1OC[C@@](S)(S(=O)(=O)C(F)(F)F)O1
**Net charge**: 0
**E_HOMO**: -10.7 eV
**Energy relative to the best compared isomer or geometry (same formula, charge and spin)**: 0.0 kcal/mol


Record 2
C4H3FN2O | ωB97M-V/def2-TZVPD

Cartesian coordinates (Å):
C1 -0.02130 0.82441 1.44806
C2 0.14240 0.16528 0.24736
C3 1.21107 -0.87119 -1.24722
C4 -0.70963 -0.19142 -0.97287
H1 -1.65937 1.33578 0.85643
H2 0.97076 0.33675 2.29853
H3 1.92016 -1.58247 -1.70186
N1 1.42686 -0.19458 -0.08407
N2 -0.05884 -0.92121 -1.81662
O1 -1.13574 1.42986 1.67689
F1 -2.08637 -0.33121 -0.70464

## Properties
**Energy**: -11938.1326 eV
**Net charge**: 0
**E_HOMO**: -9.1 eV
**Energy relative to the best compared isomer or geometry (same formula, charge and spin)**: 93.7 kcal/mol


Record 3
C4H3FO2S | ωB97M-V/def2-TZVPD

Cartesian coordinates (Å):
O1 1.66772 -2.51398 0.32551
C1 1.00472 -1.53611 0.18096
O2 1.12321 -0.53250 1.07082
C2 0.66104 0.74199 0.86731
C3 -0.33120 1.03909 0.05605
F1 -0.71967 2.32186 -0.06556
C4 -1.10255 0.08236 -0.76840
S1 -0.07732 -1.36227 -1.22273
H1 1.16559 1.46740 1.51297
H2 -1.39099 0.54179 -1.72140
H3 -2.00055 -0.24965 -0.23553

## Properties
**Energy**: -21843.4318 eV
**SMILES string**: O=C1OC=C(F)CS1
**Net charge**: 0
**E_HOMO**: -9.8 eV
**Energy relative to the best compared isomer or geometry (same formula, charge and spin)**: 0.0 kcal/mol


Record 4
C4H3FO5Pd | ωB97M-V/def2-TZVPD

Cartesian coordinates (Å):
C1 -1.25985 -0.31456 -0.18590
C2 -0.37621 -1.21899 0.67358
F1 -2.42363 -0.05075 0.49255
H1 -1.50159 -0.73650 -1.16917
H2 -0.12573 -0.70110 1.60944
H3 -0.97247 -2.10286 0.92999
O1 0.77052 -1.67917 -0.00681
C3 1.90647 -0.88748 -0.16985
O2 2.81595 -1.46482 -0.73500
O3 0.32157 2.46143 0.69327
Pd1 1.54353 1.05140 0.19505
O4 0.12184 2.59982 -1.50673
O5 -0.58118 0.85429 -0.41077
C4 -0.23925 2.18929 -0.40965

## Properties
**Multiplicity**: 3
**<S²>**: 2.01
**Energy**: -20626.0078 eV
**Net charge**: 0
**E_HOMO (alpha / beta)**: -9.7 / -10.4 eV
**Energy relative to the best compared isomer or geometry (same formula, charge and spin)**: 18.9 kcal/mol


Record 5
C4H3FO5Rb | ωB97M-V/def2-TZVPD

Cartesian coordinates (Å):
O1 -0.06241 4.80493 -1.23443
C1 -0.13765 5.54557 -0.34044
O2 -0.18722 6.31424 0.51665
O3 -0.19633 -0.42620 -1.40918
C2 0.58208 -3.26125 0.93651
C3 0.07949 -1.14082 -0.49362
O4 1.16453 -4.13549 1.49991
O5 -0.16996 -2.34977 1.56621
C4 -0.71447 -1.28759 0.79147
Rb1 0.32068 2.35996 -3.43674
F1 1.51848 -1.52314 0.08267
H1 0.15416 -2.99672 -0.33489
H2 -1.73970 -1.53787 0.47905
H3 -0.61169 -0.36584 1.37683

## Properties
**Energy**: -17799.5414 eV
**Net charge**: +1
**E_HOMO**: -13.4 eV


Record 6
C4H3FS | ωB97M-V/def2-TZVPD

Cartesian coordinates (Å):
C1 -2.32838 -1.35403 0.10776
C2 -1.54829 -0.51641 -0.27815
C3 -0.45280 0.52335 -0.39170
F1 -0.92873 1.74140 0.10686
C4 0.68083 0.04306 0.52469
S1 2.07100 -0.42138 -0.08222
H1 -3.22429 -1.85531 0.43409
H2 -0.06582 0.49746 -1.43110
H3 0.40448 0.25157 1.57527

## Properties
**Energy**: -17745.9567 eV
**SMILES string**: C#C[C@@H](F)C=S
**Net charge**: 0
**E_HOMO**: -9.3 eV
**Energy relative to the best compared isomer or geometry (same formula, charge and spin)**: 55.8 kcal/mol


Record 7
C4H3I | ωB97M-V/def2-TZVPD

Cartesian coordinates (Å):
C1 1.56159 0.55286 0.00624
C2 0.71787 -0.50005 0.00323
C3 -0.63865 -0.40061 0.01266
C4 -2.31401 -0.21395 0.05989
I1 -4.27227 0.10197 -0.03798
H1 2.62605 0.40604 -0.04976
H2 1.20631 1.56645 0.05672
H3 1.11312 -1.51271 -0.05100

## Properties
**Energy**: -12288.9198 eV
**SMILES string**: C=CC#CI
**Net charge**: 0
**E_HOMO**: -7.7 eV
**Energy relative to the best compared isomer or geometry (same formula, charge and spin)**: 128.7 kcal/mol


Record 8
C4H3I | ωB97M-V/def2-TZVPD

Cartesian coordinates (Å):
C1 0.28502 -2.51426 0.25054
C2 0.29026 -1.32717 -0.10188
C3 0.31689 1.33724 0.19832
C4 0.36144 0.03043 0.01507
I1 3.50384 0.13207 -0.07899
H1 0.21481 -3.59018 0.43808
H2 1.29628 1.79370 0.13242
H3 -0.62372 2.01823 0.37540

## Properties
**Energy**: -12291.6424 eV
**Net charge**: 0
**E_HOMO**: -8.3 eV
**Energy relative to the best compared isomer or geometry (same formula, charge and spin)**: 65.9 kcal/mol


Record 9
C4H3I | ωB97M-V/def2-TZVPD

Cartesian coordinates (Å):
C1 -0.73980 0.42778 0.02694
C2 -0.56161 0.87078 1.28048
C3 -0.69505 0.55298 -1.31155
C4 -0.57134 1.31971 2.40572
I1 -0.45930 0.20750 4.96539
H1 -0.93504 -0.16979 -2.15910
H2 -0.70003 1.64590 -1.64903
H3 -1.25606 -0.76893 4.07503

## Properties
**Energy**: -12290.0139 eV
**Net charge**: 0
**E_HOMO (alpha / beta)**: -8.4 / -8.4 eV
**Energy relative to the best compared isomer or geometry (same formula, charge and spin)**: 103.4 kcal/mol


Record 10
C4H3I | ωB97M-V/def2-TZVPD

Cartesian coordinates (Å):
C1 -0.87471 -0.95836 -0.16739
C2 0.31334 -0.94291 0.09882
C3 0.08492 0.82854 -0.07889
C4 1.17872 0.11339 0.58393
I1 3.27653 0.13806 0.03435
H1 -1.75727 -1.17197 -0.55053
H2 0.44889 1.01262 -1.13095
H3 1.13015 -0.01394 1.61424

## Properties
**Multiplicity**: 3
**<S²>**: 2.02
**Energy**: -12287.4881 eV
**Net charge**: 0
**E_HOMO (alpha / beta)**: -5.3 / -9.6 eV
**Energy relative to the best compared isomer or geometry (same formula, charge and spin)**: 103.8 kcal/mol